Entry from OMol25: a 14-piece molecular cluster, C41H108BO18P overall (ωB97M-V/def2-TZVPD).

Highest occupied orbital energy   -8.10 eV
Strongest force on any atom   3.01 eV/Å
ΔE to the lowest compared entry with this formula, charge and spin   0.0 kcal/mol
Charge   0

Each line ends with the Mulliken charge.
Positions of all 169 atoms, in Å:
P (0.22213, -2.30195, -1.14536)  0.218
O (-3.22074, 1.40088, -1.10085)  -0.565
O (7.35530, 2.88203, -5.20428)  -0.383
O (-2.08318, -3.22461, 4.68525)  -0.440
O (0.74689, 0.09289, 0.30039)  -0.546
O (1.17412, -4.81892, -6.88806)  -0.525
O (2.37851, -0.32299, -1.38584)  0.329
O (-6.42836, 4.28843, 5.92726)  -0.448
O (-0.60200, -2.50246, -4.94366)  -0.486
O (4.21031, 0.10005, -6.06148)  -0.513
O (-2.92948, 2.02348, 6.86657)  -0.525
O (0.52192, -1.37581, 8.58319)  -0.494
O (-1.17356, -5.88156, 5.95954)  -0.425
O (4.94327, 2.98745, -0.95348)  -0.501
O (-0.73632, 6.78628, -3.46225)  -0.482
O (-5.34829, 3.84056, -1.89263)  -0.516
O (1.00737, 2.67801, -5.00824)  -0.367
O (1.39940, -4.44821, 4.99282)  -0.315
O (-5.00270, 0.83031, 0.12798)  -0.345
C (-4.17276, -1.44346, -0.34867)  0.454
C (0.64021, -2.67014, -2.91240)  -1.064
C (2.37696, -4.01646, 5.93678)  -0.102
C (-3.66849, 2.62697, 0.88156)  -1.162
C (-8.42878, 4.33103, 4.52371)  -0.960
C (-3.92881, 1.56559, -0.13985)  0.561
C (-3.57564, 3.30325, 4.88799)  -1.045
C (-0.38492, -1.94814, -3.76040)  0.941
C (2.19783, 0.25248, 9.29781)  -1.225
C (-3.63020, 5.23917, -2.92251)  -0.853
C (0.91647, 0.41380, -5.90321)  -0.308
C (0.19705, 5.83188, -5.50585)  -0.864
C (3.64269, -0.37378, -0.70955)  0.178
C (-2.34035, -3.42234, 0.45388)  0.551
C (-4.71409, -2.47922, 0.64179)  -0.871
C (-3.63354, -3.40854, 1.25400)  -0.464
C (1.47451, 1.81253, -6.05096)  -0.256
C (0.10290, -3.92807, 1.14175)  0.085
C (7.18098, 4.27938, -7.19886)  -1.070
C (-2.32810, -6.67094, 6.21446)  -0.246
C (2.35571, -4.11969, -7.25116)  -0.503
C (4.67969, 0.00099, -4.71963)  0.733
C (0.93534, -3.68042, -0.11735)  -1.435
C (-7.74432, 3.76655, 5.75447)  -0.262
C (-4.84062, 5.16859, -2.01027)  -0.376
C (-1.37244, -2.02508, 4.39384)  0.527
C (5.59317, 3.42073, -2.14864)  0.025
C (-2.69834, -7.54531, 5.03039)  -0.931
C (6.11847, -0.46675, -4.63526)  -1.224
C (4.74287, 4.40626, -2.92839)  -0.857
C (8.01149, 3.29088, -6.40212)  -0.216
C (-2.55266, 2.39649, 5.54247)  0.239
C (-5.16687, -0.34293, -0.69991)  -0.862
C (-0.46981, -1.62904, 5.53905)  -1.237
C (-0.71823, 6.87338, -4.88818)  -0.255
C (-1.81095, -2.67632, -3.92260)  -1.544
C (3.79039, 0.64746, 0.40749)  -1.568
C (1.24827, -0.20869, 8.20769)  0.063
C (3.02884, -3.46657, -6.05555)  -0.283
C (-1.29953, -4.47654, 0.89226)  -0.851
C (3.48247, -5.03922, 6.12327)  -1.312
B (1.25761, -0.70328, -0.69831)  -0.094
H (-3.72339, 4.20216, 5.48278)  0.288
H (4.22792, -4.68565, 6.83711)  0.403
H (0.00937, -1.16597, 9.36928)  0.272
H (0.04660, -3.03043, 1.75724)  -0.403
H (-2.87790, 3.26103, 0.50458)  0.426
H (0.56303, -4.18537, -6.49485)  0.313
H (8.24351, 2.41249, -7.01413)  0.268
H (1.22209, 5.96288, -5.14956)  0.233
H (-1.36770, -5.30955, 5.20541)  0.216
H (-2.07837, -1.21882, 4.16235)  0.361
H (-0.79648, -2.24169, 3.49568)  -0.458
H (-2.09228, -7.28286, 7.08412)  0.291
H (-3.88449, 4.87221, -3.91802)  0.257
H (1.00601, -5.26148, 5.33224)  0.201
H (3.97655, -5.24253, 5.17254)  0.279
H (4.11437, 2.56778, -1.20414)  0.217
H (2.76088, 1.13142, 8.98103)  0.350
H (-8.53292, 5.41549, 4.60378)  0.320
H (3.95273, -2.96478, -6.35524)  0.175
H (6.95668, 5.15891, -6.59477)  0.241
H (6.76238, 0.21485, -5.19145)  0.292
H (-2.92173, -6.93044, 4.15547)  0.190
H (-3.38859, -3.04684, 2.25163)  -0.239
H (-8.34253, 3.96897, 6.64918)  0.273
H (2.78685, -3.08006, 5.55799)  0.276
H (0.16429, 6.93604, -3.16073)  0.265
H (7.70749, 4.59849, -8.09910)  0.374
H (0.89721, -4.56875, -0.74417)  0.605
H (4.38844, -0.18131, -1.47445)  -0.006
H (3.01510, -4.85991, -7.70216)  0.350
H (1.30278, 2.30108, -4.17362)  0.198
H (0.54764, 0.59174, 7.94601)  0.174
H (6.23115, 3.83081, -7.49899)  0.313
H (-4.54376, 2.80832, 4.80962)  0.307
H (4.25120, -0.77709, -6.45448)  0.238
H (4.02240, -0.66769, -4.15075)  -0.186
H (1.80077, -0.47956, 7.30857)  0.237
H (0.10604, -0.73460, 5.29155)  0.449
H (6.45399, -0.49583, -3.59783)  0.330
H (-3.27055, -0.96160, 0.01073)  0.089
H (-5.65902, 5.77763, -2.39172)  0.336
H (-2.40559, 1.49596, 4.93736)  -0.179
H (3.79383, 3.95066, -3.22525)  0.138
H (-9.42301, 3.90167, 4.39554)  0.338
H (1.15573, 2.26456, -6.98940)  0.385
H (0.64326, -4.65032, 1.75188)  0.477
H (0.21255, -2.44472, 5.76486)  0.148
H (-1.58949, 2.89705, 5.63705)  0.334
H (0.52208, -3.72237, -3.15072)  0.458
H (-6.50122, 5.24264, 6.02335)  0.260
H (5.83221, 2.55297, -2.77317)  0.021
H (8.95100, 3.74254, -6.08862)  0.300
H (1.98036, -3.52020, 0.12948)  0.544
H (-3.77960, 1.57668, 6.81512)  0.303
H (2.36358, -2.73049, -5.59687)  -0.065
H (6.24570, -1.46369, -5.06322)  0.403
H (3.07398, -5.98179, 6.49371)  0.336
H (-5.42267, -3.09649, 0.09597)  0.277
H (-0.17415, 0.43289, -5.91353)  0.445
H (4.58342, 1.00334, -4.29754)  -0.020
H (-0.43610, -0.87192, -3.64269)  0.803
H (-0.11868, 4.83062, -5.22238)  0.188
H (3.51842, 0.21566, 1.36637)  0.345
H (4.80636, 1.01604, 0.47002)  0.453
H (1.61573, -2.29080, -3.21585)  -0.145
H (-5.09213, -0.06999, -1.74455)  0.307
H (-2.60754, -3.07462, 5.47796)  0.256
H (-7.62805, 2.68715, 5.66535)  0.277
H (-4.01346, -4.42260, 1.35438)  0.493
H (-1.86764, -8.20241, 4.77166)  0.254
H (-2.55604, -3.58247, -0.59692)  0.265
H (-2.82147, 4.61425, -2.53876)  0.322
H (-1.64869, -4.99870, 1.78110)  0.147
H (-1.48487, -3.41245, -3.14679)  0.227
H (2.12455, -3.36428, -8.01104)  0.257
H (-5.22046, -1.94913, 1.44461)  0.427
H (-4.57568, 5.54427, -1.01400)  0.251
H (1.26331, -0.24619, -6.69914)  0.241
H (-1.74518, 6.72447, -5.21899)  0.274
H (0.20275, 5.90184, -6.59524)  0.344
H (-6.18299, -0.67152, -0.50998)  0.468
H (-3.25190, 3.59222, 3.88618)  0.289
H (-7.83943, 4.11985, 3.63125)  0.220
H (2.90093, -0.54173, 9.55050)  0.301
H (1.64710, 0.50929, 10.20561)  0.343
H (1.88638, -3.80849, 6.89423)  0.260
H (0.58006, -0.41451, 1.10209)  0.184
H (6.53020, 3.88108, -1.84351)  0.330
H (-2.34990, -3.44002, -4.47559)  0.499
H (-3.25554, 6.25918, -3.00527)  0.299
H (-3.16891, -6.01852, 6.47795)  0.231
H (-3.90290, -1.93650, -1.27741)  -0.052
H (2.56313, 1.78262, -6.03400)  0.051
H (-0.41220, 7.88436, -5.18030)  0.304
H (5.26088, 4.73764, -3.82938)  0.285
H (3.27186, -4.21425, -5.29994)  0.302
H (-1.87184, -2.45373, 0.54751)  -0.131
H (-1.04395, -1.42462, 6.44293)  0.441
H (-4.55852, 3.20439, 1.10056)  0.428
H (4.51243, 5.27633, -2.31307)  0.337
H (-4.62631, 3.30549, -1.54957)  0.251
H (3.82214, -1.38419, -0.34666)  0.320
H (-1.22289, -5.22730, 0.10665)  0.410
H (-3.30365, 2.15488, 1.78919)  0.334
H (3.09360, 1.46268, 0.24846)  0.403
H (6.52057, 2.46898, -5.44862)  0.134
H (1.23135, -0.00522, -4.94276)  -0.355
H (-3.57374, -8.15788, 5.25111)  0.377